No. 1
{
  "formula": "CH5NO",
  "method": "ωB97M-V/def2-TZVPD",
  "symbols": ["C", "H", "H", "H", "H", "H", "N", "O"],
  "xyz": [[-0.63056, -0.36456, 0.42068], [-1.56166, -0.13773, -0.27206], [-0.84418, 0.22629, 1.45977], [-0.61075, -1.42026, 0.56267], [0.98596, -0.82666, -0.73283], [1.19409, 1.73672, -0.51297], [0.71953, -0.11201, -0.01688], [0.74758, 0.89820, -0.90838]],
  "forces_ev_per_a": [[-2.196, 1.701, 1.627], [2.210, -0.161, 0.826], [0.480, -1.534, -2.415], [-0.502, -0.863, 0.753], [-0.360, -0.235, 1.690], [-1.060, -2.350, -0.648], [0.445, -2.413, -0.620], [0.981, 5.855, -1.213]],
  "nbo_charge": [-0.438, 0.187, 0.183, 0.199, 0.331, 0.460, -0.323, -0.599],
  "relative_energy_ev": 2.420,
  "charge": 0,
  "homo_energy_ev": -9.278,
  "smiles": "CNO"
}

=====

No. 2
{
  "formula": "C6H13NO2",
  "method": "ωB97M-V/def2-TZVPD",
  "symbols": ["C", "C", "C", "O", "N", "H", "H", "H", "H", "H", "H", "H", "C", "C", "C", "O", "H", "H", "H", "H", "H", "H"],
  "xyz": [[-1.39932, 0.77051, -1.24742], [1.91794, -0.44739, -1.45880], [0.51102, -0.78611, -1.06859], [-0.18694, 0.40365, -0.55288], [-0.24454, -1.72562, -1.43510], [0.27552, -2.48855, -1.85666], [-1.71962, 1.71426, -0.81586], [-2.14844, -0.00172, -1.09059], [-1.17751, 0.86415, -2.30916], [2.42669, 0.06833, -0.64936], [2.47242, -1.35796, -1.67980], [1.90485, 0.19529, -2.34218], [0.32812, 1.40430, 1.82389], [-0.35683, 0.21328, 1.23796], [-1.55283, -0.25417, 1.60824], [0.96063, -0.95433, 1.06050], [0.52936, -1.79204, 1.26887], [0.41740, 1.27956, 2.90277], [1.33020, 1.49842, 1.41229], [-0.22675, 2.31977, 1.61115], [-2.05104, 0.17667, 2.46263], [-2.01033, -1.10028, 1.11808]],
  "forces_ev_per_a": [[0.194, -0.509, 0.281], [0.046, -0.147, 0.368], [-1.127, 0.826, -0.950], [1.018, -0.489, -1.342], [0.258, 0.212, 0.309], [0.077, 0.084, -0.074], [0.020, -0.004, -0.022], [-0.077, 0.086, -0.045], [0.030, 0.071, 0.062], [-0.054, 0.043, -0.026], [-0.039, -0.003, -0.059], [-0.071, -0.063, 0.017], [0.106, -0.016, -0.329], [1.480, -1.907, 1.964], [0.140, -0.164, -0.373], [-1.777, 1.802, 0.195], [-0.157, 0.130, 0.093], [-0.026, -0.039, -0.044], [0.004, 0.023, 0.009], [-0.004, -0.051, 0.007], [-0.127, 0.345, -0.175], [0.085, -0.228, 0.134]],
  "nbo_charge": [-0.247, -0.692, 0.666, -0.515, -0.729, 0.356, 0.204, 0.213, 0.197, 0.248, 0.226, 0.227, -0.687, 0.494, -0.717, -0.850, 0.468, 0.239, 0.233, 0.218, 0.228, 0.220],
  "relative_energy_ev": 5.104,
  "charge": 0,
  "homo_energy_ev": -7.741
}

=====

| no. | E (Eh) | largest force on an atom (eV/Å) |
| --- | --- | --- |
| 1 | -170.993260 | 6.06 |
| 2 | -441.492450 | 3.11 |